(1)
The following is a DFT calculation (ωB97M-V/def2-TZVPD) of an isolated ion of composition C3H7N2O3 and charge -1 in a non-equilibrium geometry.

Each line ends with the Löwdin charge.
CARTESIAN COORDINATES (ANGSTROEM)
C  -1.889  0.574  0.705  -0.0125
C  -0.504  0.079  0.999  -0.5352
O  -0.445  -0.966  1.906  -0.0184
O  0.542  1.050  1.129  0.0108
C  0.744  0.038  0.111  -0.6271
O  1.523  -0.967  0.365  -0.1645
N  0.959  0.633  -1.282  -0.0598
N  1.309  -0.409  -2.196  -0.0671
H  -2.425  -0.161  0.102  0.0725
H  -2.428  0.712  1.647  0.0694
H  -1.830  1.519  0.171  0.0730
H  0.436  -1.368  1.622  0.0786
H  1.786  1.219  -1.168  0.0828
H  0.420  -0.829  -2.476  0.0496
H  1.801  -1.125  -1.632  0.0479

The lowest unoccupied orbital energy is 4.26 eV. As for the net charge: -1. As for the HOMO energy: -3.556 eV. Its SMILES is C[C@]1(O)O[C@]1([O-])NN. Its spin multiplicity is 1.

(2)
The following is a DFT calculation (ωB97M-V/def2-TZVPD) of an isolated ion of composition C3H7N2OS and charge -1 in a non-equilibrium geometry.

Each line ends with the Löwdin charge.
CARTESIAN COORDINATES (ANGSTROEM)
N  -2.137  -0.364  0.786  0.1585
C  -1.107  -1.208  1.067  -0.6431
O  -1.289  -2.377  1.429  -0.0271
N  0.176  -0.729  1.140  0.0342
C  0.622  0.519  0.436  -0.3152
C  0.491  0.401  -1.105  -0.7458
S  1.571  1.753  -1.774  0.0438
H  -2.080  0.447  0.188  0.0836
H  -3.078  -0.698  0.853  0.0918
H  0.872  -1.448  1.060  0.1193
H  1.631  0.748  0.769  0.0723
H  -0.109  1.246  0.805  0.0893
H  0.930  -0.523  -1.414  0.0181
H  -0.537  0.533  -1.441  0.0203

The lowest unoccupied orbital energy is 3.62 eV. As for the net charge: -1. As for the HOMO energy: -2.634 eV. Its SMILES is NC(=O)NCC[S-]. Its spin multiplicity is 1.

(3)
The following is a DFT calculation (ωB97M-V/def2-TZVPD) of an isolated ion of composition C3H7N2OS and charge +1 in a non-equilibrium geometry.

Each line ends with the Löwdin charge.
CARTESIAN COORDINATES (ANGSTROEM)
C  -0.721  -0.735  0.008  -0.6593
C  -0.196  1.621  -0.290  0.0710
C  1.677  0.087  -0.399  -0.4733
N  -1.017  0.538  -0.010  -0.0092
N  -1.627  -1.636  0.305  0.1383
O  2.657  0.241  0.516  0.0037
S  0.783  -1.381  -0.428  1.1536
H  -0.119  2.323  0.421  0.0551
H  0.165  1.869  -1.231  0.0669
H  2.165  0.512  -1.184  0.0697
H  -2.029  0.738  0.025  0.1887
H  -2.538  -1.292  0.595  0.1393
H  -1.650  -2.655  0.346  0.1494
H  2.450  -0.231  1.326  0.1062

The lowest unoccupied orbital energy (alpha / beta) is -4.36 / -4.37 eV. As for the net charge: +1. As for the HOMO energy (alpha / beta): -12.911 / -12.660 eV. Its spin multiplicity is 1.

(4)
The following is a DFT calculation (ωB97M-V/def2-TZVPD) of an isolated ion of composition C3H7N2OS and charge +1 in a non-equilibrium geometry.

Each line ends with the Löwdin charge.
CARTESIAN COORDINATES (ANGSTROEM)
C  -1.619  0.325  0.037  -0.2535
C  -1.008  1.468  0.465  -0.3225
C  1.204  0.023  0.243  -0.6955
N  2.013  -0.724  -0.536  0.1868
N  -1.062  -0.635  -0.768  0.0848
O  0.931  -0.632  1.369  0.1126
S  0.663  1.569  -0.254  1.0742
H  -2.596  0.181  0.450  0.1301
H  -1.308  2.266  1.133  0.0797
H  2.684  -0.595  -1.341  0.1888
H  2.241  -1.541  -0.086  0.0965
H  -1.855  -1.188  -1.012  0.1141
H  -0.467  -0.359  -1.492  0.0668
H  0.179  -0.159  1.793  0.1369

The lowest unoccupied orbital energy is -4.40 eV. As for the net charge: +1. As for the HOMO energy: -13.492 eV. Its spin multiplicity is 1.

(5)
The following is a DFT calculation (ωB97M-V/def2-TZVPD) of a 2-piece molecular cluster, C3H7N2OSe overall in a non-equilibrium geometry.

Each line ends with the Mulliken spin population.
CARTESIAN COORDINATES (ANGSTROEM)
C  0.157  -1.122  -1.165  0.0035
C  -1.192  -0.424  -1.229  -0.0224
C  -0.102  -0.443  1.044  0.6939
N  0.641  -1.112  0.088  0.0593
N  0.695  1.696  1.091  0.3163
O  0.690  -1.700  -2.059  0.0871
Se  -1.816  -0.137  0.600  0.8922
H  -1.273  0.444  -1.948  0.0407
H  -2.053  -1.030  -1.840  0.0281
H  0.183  -0.517  2.091  -0.0437
H  1.609  -1.471  0.185  -0.0061
H  -0.168  2.309  0.941  -0.0187
H  1.412  1.722  0.232  -0.0117
H  1.217  1.785  1.969  -0.0185

The expectation value of S² is 2.010. The lowest unoccupied orbital energy (alpha / beta) is -3.99 / -8.32 eV. As for the net charge: +1. As for the HOMO energy (alpha / beta): -10.918 / -14.079 eV. Its spin multiplicity is 3.

(6)
The following is a DFT calculation (ωB97M-V/def2-TZVPD) of C3H7N2P in the gas phase in a non-equilibrium geometry.

Each line ends with the Löwdin charge.
CARTESIAN COORDINATES (ANGSTROEM)
C  -2.442  0.642  -0.319  -0.0665
C  -1.857  -0.144  0.565  -0.4392
P  -0.124  -0.709  0.551  0.8708
N  1.743  -0.665  0.803  -0.2049
N  2.560  -0.059  0.208  -0.2388
C  2.745  0.930  -0.607  -0.0683
H  -1.919  0.954  -1.169  0.0388
H  -3.471  0.731  -0.110  0.0419
H  -2.371  -0.769  1.338  0.0637
H  -0.280  -1.487  -0.589  -0.0359
H  -0.300  -1.943  1.159  -0.0343
H  1.928  1.452  -1.080  0.0433
H  3.787  1.067  -0.751  0.0293

The lowest unoccupied orbital energy is 0.18 eV. As for the HOMO energy: -8.148 eV. Its SMILES is C=C[PH2]=NN=C. Its spin multiplicity is 1.

(7)
The following is a DFT calculation (ωB97M-V/def2-TZVPD) of a 2-piece molecular cluster, C3H7N2P overall in a non-equilibrium geometry.

Each line ends with the Löwdin charge.
CARTESIAN COORDINATES (ANGSTROEM)
C  0.204  -0.197  -1.786  -0.0579
C  1.189  0.458  -1.148  -0.1326
N  0.703  1.611  -0.454  0.0036
N  -0.497  1.748  -0.711  -0.0338
C  -0.993  0.694  -1.579  -0.2225
H  0.314  -1.160  -2.278  0.0991
H  2.162  0.138  -0.994  0.0705
H  -1.704  1.019  -2.415  0.1424
H  -1.729  0.193  -0.905  0.1295
P  0.412  -1.566  3.197  0.5476
H  1.068  -0.375  2.658  -0.1807
H  -0.551  -0.952  4.212  -0.1370
H  -0.578  -1.610  2.203  -0.2283

The lowest unoccupied orbital energy is 0.43 eV. As for the HOMO energy: -9.596 eV. Its SMILES is C1=CN=NC1.P. Its spin multiplicity is 1.

(8)
The following is a DFT calculation (ωB97M-V/def2-TZVPD) of an isolated ion of composition C3H7N2S and charge +1 in a non-equilibrium geometry.

Each line ends with the Löwdin charge.
CARTESIAN COORDINATES (ANGSTROEM)
C  -0.606  -0.893  -0.034  -0.6195
C  1.899  -0.310  0.214  0.0285
C  -1.643  1.511  -0.347  -0.3122
N  0.690  -0.872  -0.450  -0.0106
N  -0.054  -2.114  -0.073  0.1772
S  -2.070  -0.181  0.161  1.1408
H  1.668  -0.052  1.243  0.0998
H  2.628  -1.005  -0.086  0.0941
H  1.946  0.682  -0.135  0.0829
H  -1.072  1.989  0.476  0.0649
H  -2.580  2.041  -0.471  0.0477
H  -1.045  1.674  -1.286  0.0904
H  0.239  -2.470  0.787  0.1160

The lowest unoccupied orbital energy is -5.34 eV. As for the net charge: +1. As for the HOMO energy: -14.797 eV. Its spin multiplicity is 1.

(9)
The following is a DFT calculation (ωB97M-V/def2-TZVPD) of an isolated ion of composition C3H7N2S and charge +1 in a non-equilibrium geometry.

Each line ends with the Löwdin charge.
CARTESIAN COORDINATES (ANGSTROEM)
C  -0.395  1.002  0.248  -0.0759
C  -1.510  0.126  0.072  -0.2074
C  1.771  0.316  -0.685  -0.4757
N  0.786  0.881  -0.099  0.0738
N  -1.074  -1.239  -0.342  0.0070
S  3.025  -0.422  0.159  0.9276
H  -0.625  2.055  0.611  0.1774
H  -2.126  -0.025  0.986  0.1471
H  -2.061  0.485  -0.808  0.1521
H  1.747  0.129  -1.710  0.0928
H  -1.912  -1.889  -0.235  0.1238
H  -0.390  -1.543  0.291  0.0366
H  2.764  0.126  1.514  0.0207

The lowest unoccupied orbital energy is -5.17 eV. As for the net charge: +1. As for the HOMO energy: -14.042 eV. Its spin multiplicity is 1.

(10)
The following is a DFT calculation (ωB97M-V/def2-TZVPD) of an isolated ion of composition C3H7N2S and charge +1 in a non-equilibrium geometry.

Each line ends with the Löwdin charge.
CARTESIAN COORDINATES (ANGSTROEM)
C  2.761  0.387  0.060  0.0142
C  1.844  -0.463  0.513  -0.5341
S  0.544  -1.229  -0.398  0.9589
N  -0.731  0.261  -0.809  -0.1103
C  -1.921  0.369  -0.233  -0.2344
N  -2.495  -0.545  0.447  0.1974
H  3.548  0.507  0.828  0.0974
H  2.569  0.875  -0.909  0.0873
H  1.903  -0.875  1.479  0.0383
H  -0.644  0.979  -1.473  0.0847
H  -2.541  1.199  -0.576  0.1701
H  -3.294  -0.404  0.922  0.0900
H  -1.991  -1.346  0.871  0.1405

The lowest unoccupied orbital energy is -4.94 eV. As for the net charge: +1. As for the HOMO energy: -13.918 eV. Its SMILES is C=CSNC=[NH2+]. Its spin multiplicity is 1.

| no. | calculated total energy (a.u.) |
| --- | --- |
| 1 | -453.729890 |
| 2 | -701.511748 |
| 3 | -701.084036 |
| 4 | -701.167462 |
| 5 | -2704.269246 |
| 6 | -569.178483 |
| 7 | -569.260591 |
| 8 | -625.806182 |
| 9 | -625.876072 |
| 10 | -625.889657 |